Below is a molecular structure, C5H9N3 at a distorted geometry, with properties calculated with ωB97M-V with the def2-TZVPD basis set.

```
17
Properties=species:S:1:pos:R:3:forces:R:3:mulliken_charge:R:1
H 1.07593 1.42550 -2.12913 0.31 -0.32 -0.60 0.414
H -0.35832 -1.45204 -1.86410 -1.66 0.21 1.74 0.388
N -0.34190 -1.32197 -0.81770 4.80 0.95 -2.01 -0.239
C -1.49685 -0.01729 0.90699 1.37 4.26 -3.05 -0.323
C 1.10476 -0.24155 0.82454 -2.45 1.93 1.98 -1.278
N -1.36655 -1.08263 0.00439 -3.65 -4.57 6.47 -0.375
H -1.24809 -1.77989 1.02918 -0.60 0.75 -4.34 0.334
H 0.41553 -0.68303 1.54829 0.61 -0.01 0.24 0.276
H -1.80398 -0.29740 1.84607 -1.51 -0.46 1.94 0.500
H 1.44602 0.76434 1.21759 -0.66 -1.43 0.03 0.386
H 1.88707 -0.83331 0.68727 3.69 -2.69 -0.28 0.506
N -1.07145 1.21091 0.67950 -2.62 -1.05 2.86 -0.639
H 1.66477 1.24216 -0.19353 0.07 1.12 -4.31 0.138
C 0.99735 0.98151 -1.16670 2.99 4.53 3.85 -0.912
C 0.44654 -0.10706 -0.49969 -2.19 -3.39 -0.47 0.409
H -0.88086 1.15126 -1.55612 -1.43 -0.31 1.59 0.247
C -0.46997 1.04048 -0.51685 2.94 0.48 -5.63 0.167
```
Forces are in eV/Å.

Its HOMO-LUMO gap is 8.481 eV. The value obtained for the lowest unoccupied orbital energy is 0.84 eV.

***

Below is a molecular structure, C16H25CoINO4P2S2 at a distorted geometry, with properties calculated with ωB97M-V with the def2-TZVPD basis set.

```
52
Properties=species:S:1:pos:R:3:forces:R:3:mulliken_charge:R:1
C -3.16133 1.33006 -0.81889 0.27 -0.32 -0.04 -1.339
C -1.09638 0.91228 5.85778 -0.16 -0.38 -1.11 -0.566
S -0.61750 -1.09453 0.69854 -0.68 -0.54 -0.48 -0.439
H 2.72601 -0.98419 0.71828 0.23 -0.14 -0.43 0.429
C 0.73399 -1.84063 -2.88067 0.01 4.67 -2.59 0.628
H -4.13928 1.48621 -1.31030 0.44 -0.04 0.36 0.469
C -0.05231 -0.01246 1.89002 1.91 1.42 0.93 1.001
H -1.75757 -1.60982 3.60386 -0.11 0.49 0.25 0.447
H -2.52533 -0.07349 -4.24814 0.04 0.35 0.14 0.370
C 2.75808 1.52286 -0.62596 0.04 0.26 0.65 -0.797
H 3.81293 1.37508 -0.34903 -0.31 0.24 -0.09 0.491
C -0.38663 0.03143 3.30453 -0.87 -0.10 0.85 0.008
H -2.61533 2.28493 -0.73770 -0.48 -0.22 0.05 0.427
H 4.39582 0.29541 -2.24553 -0.72 -0.14 -0.11 0.457
H -2.43016 -0.81206 5.90514 0.45 0.47 -0.46 0.399
P -2.13347 0.16670 -1.85069 -3.00 0.76 -0.62 0.675
C -1.34230 -0.69119 4.03645 0.30 -0.17 -0.41 -0.688
H -4.06759 -1.29829 -2.25943 0.45 0.10 0.26 0.437
O 0.65645 -1.04101 -3.78375 -0.02 -2.59 1.98 -0.375
C 0.28388 -3.16114 -2.61992 -0.55 -1.89 0.77 -1.096
H 2.11547 -2.22903 -0.42336 0.60 0.69 -0.15 -0.693
H 2.66086 2.35809 -1.34150 0.21 -0.29 0.31 0.407
H 0.40511 2.48256 5.51846 -0.26 -0.16 0.15 0.474
I 1.04178 -3.74497 1.30395 -0.14 0.14 0.16 0.416
C 2.77064 -1.32258 -0.33261 -0.41 -0.60 0.32 -0.442
C 0.23764 1.12460 3.89587 -0.12 -0.02 0.34 0.323
H 1.13337 -3.69021 -2.15676 -0.46 -0.17 -0.21 0.319
H 2.15592 1.71929 0.27886 0.83 0.22 -0.98 -0.072
Co -0.25960 0.59522 -0.85884 2.12 -3.48 1.66 0.803
N 0.82060 0.90716 1.51108 -0.82 -1.43 -1.18 -0.358
O 2.76520 1.32738 3.20978 -1.13 -0.02 -1.14 -0.589
C -0.10683 1.60018 5.14032 0.22 -0.11 0.19 -0.564
H 3.16377 0.79180 -3.47134 0.29 -0.44 0.21 0.375
H -2.53924 -2.22938 -2.13571 -0.37 0.21 0.10 0.312
C -1.69638 -0.24223 5.30788 0.15 -0.02 0.51 -0.603
O 1.23649 3.20664 2.58210 0.20 -1.77 -0.34 -0.577
H -3.44182 1.33885 -3.56694 0.54 -0.39 0.01 0.436
P 2.12175 0.00649 -1.42547 1.28 0.66 1.12 1.253
H -1.65060 1.44101 -3.83696 -0.47 -0.20 -0.16 0.401
C 3.43292 0.02180 -2.72446 -0.52 -0.08 -0.87 -1.406
H -0.03639 -3.63842 -3.55166 0.01 -0.15 0.10 0.419
H -0.55528 -3.16263 -1.87624 0.75 0.09 -0.57 0.114
C -3.11726 -1.39655 -1.70487 0.64 -0.09 0.00 -1.135
H -3.29954 0.88818 0.18699 -0.02 0.35 -0.44 0.302
C 0.00763 2.11058 -1.56519 -0.23 6.40 -1.90 -0.108
H 3.54595 -0.95312 -3.21816 -0.13 0.34 0.03 0.434
H -3.31980 -1.61282 -0.64473 0.04 0.07 -0.39 0.363
C -2.48565 0.77918 -3.55461 0.49 -0.02 0.18 -1.197
O 0.03985 3.24889 -1.79807 0.16 -3.97 0.49 -0.238
H 3.79762 -1.60961 -0.62934 -0.49 0.26 0.29 0.426
H -1.44596 1.30579 6.79257 0.03 -0.03 0.36 0.457
S 1.45981 1.79170 2.80438 -0.27 1.75 1.87 1.008
```
Forces are in eV/Å.

The charge is +2. As for the spin multiplicity: 5. Its HOMO-LUMO gap (alpha / beta) is 5.526 / 4.921 eV. The value obtained for the lowest unoccupied orbital energy (alpha / beta) is -8.34 / -10.29 eV. As for the expectation value of S²: 6.13.

***

Below is a gas-phase ion, C5H10N (charge +1) at a distorted geometry, with properties calculated with ωB97M-V with the def2-TZVPD basis set.

```
16
Properties=species:S:1:pos:R:3:forces:R:3:mulliken_charge:R:1
H 3.92886 0.18310 -0.17806 -2.17 -0.51 0.57 0.313
C -1.89893 0.51693 0.54609 1.91 1.25 1.27 -0.163
H 1.76697 -0.85064 -1.36326 -0.24 1.07 0.27 0.329
C 1.71919 -0.12637 -0.50989 -2.28 -0.95 -0.31 0.134
N 0.53925 0.31526 -0.23002 0.81 -0.20 0.72 -0.022
H -2.63618 1.41190 0.66067 1.43 -1.73 -0.51 0.293
H 3.05826 -1.14372 0.60457 0.38 -2.07 -0.08 0.334
H -0.36737 1.90297 -0.64406 -0.96 0.15 0.77 0.371
H 2.85196 0.29246 1.30324 -0.31 0.97 0.12 0.335
H -1.59607 0.16850 1.56638 -0.71 0.24 -0.54 0.241
H -2.33983 -0.35815 -1.43885 -0.12 -0.42 1.93 0.311
H -3.31987 -0.94101 -0.04938 -0.88 -0.01 0.11 0.342
C -0.53325 0.99390 -0.03063 1.13 -0.17 -1.91 -0.079
C 2.92278 -0.14650 0.32418 1.94 1.90 -0.06 -0.985
C -2.32831 -0.64676 -0.30970 -0.59 0.30 -2.72 -1.106
H -1.76745 -1.57187 -0.25129 0.65 0.19 0.36 0.350
```
Forces are in eV/Å.

The charge is +1. Its HOMO-LUMO gap is 11.453 eV. The value obtained for the lowest unoccupied orbital energy is -4.54 eV. As for the SMILES: CC=[N+]=CCC.

***

Below is a molecular structure, C2H5N3 at a distorted geometry, with properties calculated with ωB97M-V with the def2-TZVPD basis set.

```
10
Properties=species:S:1:pos:R:3:forces:R:3:mulliken_charge:R:1
H 3.06990 -0.97135 0.10292 -2.53 1.09 -0.37 0.257
C -1.45123 0.20407 -0.08583 -5.73 -0.08 2.66 0.165
H -1.83107 1.44221 0.35549 0.75 -3.71 -1.58 0.141
N -0.11219 0.29340 -0.23292 5.05 2.99 4.37 -0.303
H -3.20800 -0.83160 0.11528 -0.45 1.05 -0.06 0.245
N 0.90744 -0.77573 0.16597 1.88 2.12 -1.95 -0.356
H 0.32052 1.15018 0.75581 -2.20 -2.91 -4.30 0.378
H 2.45568 0.66522 -0.81204 -1.66 -2.39 1.78 0.258
C 2.10701 -0.33264 -0.17153 0.38 -0.53 -0.40 -0.199
N -2.25807 -0.84377 -0.19313 4.51 2.36 -0.14 -0.586
```
Forces are in eV/Å.

Its HOMO-LUMO gap is 9.128 eV. The value obtained for the lowest unoccupied orbital energy is -0.06 eV.

***

Below is a single C13H13PS molecule at a distorted geometry, with properties calculated with ωB97M-V with the def2-TZVPD basis set.

```
28
Properties=species:S:1:pos:R:3:forces:R:3:mulliken_charge:R:1
C -2.94788 1.68399 0.20934 1.79 -0.21 -1.27 -0.798
P -0.32537 -1.34436 0.68336 3.38 0.78 -0.14 1.193
H 3.30950 0.46458 -2.60845 0.77 0.31 -3.00 0.433
H 4.83805 1.58977 -0.85612 -2.89 -0.97 -0.03 0.217
H -1.85705 -1.30775 -1.85381 0.93 -2.73 -1.78 0.464
S -0.31330 -3.09607 -0.51614 1.22 0.06 0.49 -0.315
H 2.00038 -0.15349 2.14780 0.85 0.93 -2.28 0.300
C -1.90335 0.86776 0.63749 0.04 1.17 -0.13 -0.275
H -3.75196 -0.06399 -2.68290 0.13 0.45 0.13 0.378
C 3.36503 0.99852 0.63906 0.92 -0.91 1.33 -0.338
C -3.53749 1.34861 -1.04216 -2.43 1.42 1.30 -0.226
H -0.35423 -2.35733 2.91262 0.76 0.30 -0.79 0.232
H 4.12892 1.37705 1.31855 -0.68 0.09 0.47 0.283
H -1.57484 -2.95401 -0.81096 -1.07 -0.15 -0.08 0.163
C 1.79600 -0.21303 -1.33622 0.35 0.46 -0.09 -0.461
C 2.95754 0.52000 -1.66006 -0.69 -0.44 2.30 -0.469
C -0.31149 -1.38381 2.38432 -0.61 -1.25 -0.24 -1.201
C 3.75186 1.11612 -0.67748 1.59 0.30 -0.66 -0.342
H -3.02839 2.70822 0.61308 -0.53 -0.89 0.06 0.315
H -1.10676 -0.84707 2.85871 -0.47 0.89 -0.14 0.270
C -2.19756 -0.58138 -1.24747 -1.68 3.14 -0.27 -0.288
C -1.54027 -0.27926 -0.09373 -0.39 0.45 1.09 0.404
H 1.10322 -0.55264 -2.15689 0.90 0.08 1.11 0.244
H -1.23290 1.22074 1.42586 -0.47 -0.34 0.11 0.340
C -3.22132 0.27477 -1.79537 1.68 -2.15 1.23 -0.828
C 2.32165 0.14228 1.04672 -0.71 -0.39 0.83 -0.397
H -4.46662 1.87844 -1.28500 0.60 0.30 -0.30 0.300
C 1.57757 -0.43531 0.02144 -3.27 -0.72 0.73 0.401
```
Forces are in eV/Å.

Its HOMO-LUMO gap is 8.052 eV. The value obtained for the lowest unoccupied orbital energy is 0.45 eV. As for the SMILES: C=P(S)(c1ccccc1)c1ccccc1.

***

Below is a gas-phase ion, C5H12N3 (charge +1) at a distorted geometry, with properties calculated with ωB97M-V with the def2-TZVPD basis set.

```
20
Properties=species:S:1:pos:R:3:forces:R:3:mulliken_charge:R:1
N 0.16745 0.09347 -0.04485 0.32 -0.43 -1.91 -0.044
H 2.71805 1.21966 -1.07700 -0.06 0.19 0.28 0.326
C 1.11377 -0.81162 -0.55261 -2.22 -0.77 3.06 0.001
C 1.06492 -2.15287 0.19771 2.28 2.12 -2.81 -1.117
C -1.17841 0.36684 0.21144 -1.66 1.40 1.73 0.009
H 0.44551 -2.66937 -0.51681 0.10 -1.41 0.36 0.353
H -3.35117 1.48164 -0.24683 -1.28 -0.72 0.06 0.333
H -1.25519 1.16214 0.99476 0.09 -0.23 -0.58 0.321
H 0.57589 -1.89789 1.08921 -0.60 -0.38 1.40 0.297
C 2.19423 1.50680 -0.15567 3.45 -0.38 0.41 -0.825
N 1.52064 0.31640 0.33879 -2.04 1.44 0.64 0.013
N -2.18693 -0.16187 -0.33030 3.03 -0.68 -0.34 -0.440
C -3.51851 0.38298 -0.14715 0.45 -0.59 0.26 -0.710
H -4.11642 -0.14944 -0.92710 0.09 1.21 0.64 0.263
H 2.98467 1.75213 0.63206 -1.04 -0.11 -1.20 0.326
H 1.27076 -0.66566 -1.57454 1.16 -0.10 -1.49 0.519
H -3.88593 0.04543 0.85064 -0.01 0.64 -0.65 0.277
H 2.15446 -2.35576 0.29118 -1.02 -1.23 0.11 0.343
H 1.60840 2.35025 -0.37127 -1.27 0.81 0.12 0.341
H 1.67383 0.18674 1.33837 0.22 -0.77 -0.09 0.414
```
Forces are in eV/Å.

The charge is +1. Its HOMO-LUMO gap is 9.888 eV. The value obtained for the lowest unoccupied orbital energy is -3.26 eV. As for the SMILES: C/N=C/N1[C@H](C)[N@H+]1C.

***

Repeat the sixth record exactly.
Below is a gas-phase ion, C5H12N3 (charge +1) at a distorted geometry, with properties calculated with ωB97M-V with the def2-TZVPD basis set.

```
20
Properties=species:S:1:pos:R:3:forces:R:3:mulliken_charge:R:1
N 0.16745 0.09347 -0.04485 0.32 -0.43 -1.91 -0.044
H 2.71805 1.21966 -1.07700 -0.06 0.19 0.28 0.326
C 1.11377 -0.81162 -0.55261 -2.22 -0.77 3.06 0.001
C 1.06492 -2.15287 0.19771 2.28 2.12 -2.81 -1.117
C -1.17841 0.36684 0.21144 -1.66 1.40 1.73 0.009
H 0.44551 -2.66937 -0.51681 0.10 -1.41 0.36 0.353
H -3.35117 1.48164 -0.24683 -1.28 -0.72 0.06 0.333
H -1.25519 1.16214 0.99476 0.09 -0.23 -0.58 0.321
H 0.57589 -1.89789 1.08921 -0.60 -0.38 1.40 0.297
C 2.19423 1.50680 -0.15567 3.45 -0.38 0.41 -0.825
N 1.52064 0.31640 0.33879 -2.04 1.44 0.64 0.013
N -2.18693 -0.16187 -0.33030 3.03 -0.68 -0.34 -0.440
C -3.51851 0.38298 -0.14715 0.45 -0.59 0.26 -0.710
H -4.11642 -0.14944 -0.92710 0.09 1.21 0.64 0.263
H 2.98467 1.75213 0.63206 -1.04 -0.11 -1.20 0.326
H 1.27076 -0.66566 -1.57454 1.16 -0.10 -1.49 0.519
H -3.88593 0.04543 0.85064 -0.01 0.64 -0.65 0.277
H 2.15446 -2.35576 0.29118 -1.02 -1.23 0.11 0.343
H 1.60840 2.35025 -0.37127 -1.27 0.81 0.12 0.341
H 1.67383 0.18674 1.33837 0.22 -0.77 -0.09 0.414
```
Forces are in eV/Å.

The charge is +1. Its HOMO-LUMO gap is 9.888 eV. The value obtained for the lowest unoccupied orbital energy is -3.26 eV. As for the SMILES: C/N=C/N1[C@H](C)[N@H+]1C.